{
  "formula": "C18H24N2O5",
  "method": "ωB97M-V/def2-TZVPD",
  "spin_multiplicity": 1,
  "charge": 0,
  "homo_energy_ev": -7.822,
  "symbols": ["C", "H", "H", "C", "N", "C", "C", "C", "C", "C", "C", "C", "C", "H", "O", "C", "H", "H", "H", "O", "C", "H", "H", "H", "H", "C", "O", "C", "O", "N", "H", "C", "C", "C", "O", "C", "H", "H", "H", "H", "H", "H", "H", "H", "H", "H", "H", "H", "H"],
  "coordinates": [[1.38485, 4.56601, 2.43423], [0.63212, 4.14957, 3.10086], [1.98305, 5.28589, 2.98588], [2.28067, 3.46599, 1.87472], [1.50729, 2.48442, 1.13624], [0.84027, 1.51695, 1.81623], [0.02641, 0.61209, 1.21731], [-0.14783, 0.68146, -0.20815], [0.56157, 1.66227, -0.91517], [0.43820, 1.74502, -2.30925], [-0.36805, 0.87416, -3.00295], [-1.09099, -0.12360, -2.28660], [-0.96786, -0.20647, -0.91751], [-1.52301, -0.94169, -0.36048], [-1.86204, -0.93583, -3.04589], [-2.62391, -1.93060, -2.40177], [-3.32453, -1.49683, -1.68215], [-1.98588, -2.65828, -1.89008], [-3.17908, -2.43105, -3.19330], [-0.55103, 0.87187, -4.34765], [0.12097, 1.84676, -5.10786], [1.20745, 1.74804, -5.01746], [-0.17478, 2.85885, -4.81426], [-0.17419, 1.66818, -6.14049], [1.00281, 2.52011, -2.80187], [1.42271, 2.62528, -0.24585], [2.04870, 3.50580, -0.81383], [-0.69120, -0.41400, 2.02393], [-1.87245, -0.66837, 1.89902], [0.09644, -1.04166, 2.93812], [1.09329, -0.89951, 2.89917], [-0.38244, -2.17581, 3.69537], [0.04326, -3.50832, 3.07477], [-0.51755, -3.66880, 1.65509], [-0.39561, -4.97230, 1.13763], [0.91342, -5.34628, 0.78954], [1.55349, -5.47598, 1.66950], [1.37285, -4.60609, 0.12206], [0.83144, -6.29850, 0.26873], [-0.03090, -2.94953, 0.97750], [-1.59094, -3.46416, 1.66565], [1.13447, -3.56898, 3.05624], [-0.33468, -4.32457, 3.69202], [-1.47198, -2.10117, 3.70641], [-0.00554, -2.10365, 4.71979], [0.97890, 1.52636, 2.88879], [2.99785, 3.89552, 1.17139], [2.81928, 2.95986, 2.68048], [0.88204, 5.08123, 1.61991]],
  "atomic_forces_ev_per_a": [[0.2, -0.2, -0.1], [-0.1, 0.0, 0.1], [0.0, 0.1, 0.1], [0.2, 0.5, 0.1], [0.1, 0.0, -0.3], [-0.5, -0.6, 0.0], [0.2, 0.3, 0.2], [0.3, 0.4, -0.3], [-0.4, -0.4, 0.0], [-0.1, -0.1, -0.2], [0.0, 0.0, 0.0], [0.1, 0.0, 0.0], [-0.2, -0.2, -0.2], [-0.1, -0.1, 0.0], [0.3, 0.4, 0.0], [-0.2, -0.2, 0.1], [0.0, 0.0, 0.0], [0.0, 0.0, 0.0], [0.0, 0.0, 0.1], [-0.2, -0.2, 0.3], [0.1, 0.2, -0.1], [0.0, 0.0, 0.0], [0.0, 0.0, 0.0], [0.0, 0.0, 0.1], [0.0, 0.0, -0.1], [0.1, 0.0, 0.1], [0.0, 0.1, -0.1], [0.5, 0.3, 0.2], [-0.3, -0.1, -0.2], [0.2, -0.1, 0.2], [-0.1, 0.1, -0.1], [-0.1, -0.3, 0.1], [-0.2, 0.1, -0.3], [0.0, 0.1, 0.2], [-0.1, -0.1, 0.0], [0.0, 0.0, 0.0], [0.0, 0.0, 0.0], [0.0, 0.0, 0.0], [0.1, 0.0, 0.0], [-0.1, 0.0, 0.0], [0.1, 0.1, 0.0], [0.0, -0.1, 0.1], [0.0, -0.1, 0.0], [0.1, 0.0, 0.1], [-0.1, 0.0, -0.1], [0.0, 0.0, 0.0], [-0.1, -0.2, 0.2], [0.0, 0.0, -0.1], [-0.1, 0.1, -0.1]],
  "nbo_charge": [-0.61, 0.20, 0.22, -0.22, -0.41, 0.06, -0.22, 0.08, -0.18, -0.28, 0.33, 0.29, -0.32, 0.25, -0.48, -0.25, 0.18, 0.18, 0.20, -0.49, -0.25, 0.18, 0.18, 0.20, 0.25, 0.65, -0.64, 0.68, -0.63, -0.62, 0.40, -0.23, -0.44, -0.06, -0.53, -0.25, 0.16, 0.16, 0.20, 0.16, 0.20, 0.19, 0.22, 0.23, 0.20, 0.21, 0.25, 0.19, 0.22]
}

=====

{
  "formula": "C18H24N4O",
  "method": "ωB97M-V/def2-TZVPD",
  "spin_multiplicity": 1,
  "charge": 0,
  "homo_energy_ev": -7.864,
  "symbols": ["C", "H", "H", "H", "C", "N", "C", "H", "C", "N", "C", "N", "C", "C", "N", "C", "C", "C", "C", "C", "C", "H", "H", "H", "H", "H", "C", "O", "H", "H", "H", "H", "C", "H", "C", "H", "H", "H", "C", "H", "H", "H", "C", "H", "H", "H", "H"],
  "coordinates": [[-3.29229, -2.42346, -0.11255], [-2.36862, -2.86220, -0.47718], [-4.12835, -2.97431, -0.53889], [-3.34297, -2.53799, 0.96422], [-3.39158, -0.96318, -0.54873], [-2.21377, -0.16436, -0.20093], [-2.33150, 1.21770, -0.64172], [-2.09995, 1.91030, 0.17255], [-1.34726, 1.52080, -1.78858], [-0.00242, 1.16250, -1.39530], [0.45233, -0.09745, -1.62187], [1.58693, -0.57795, -1.25444], [2.38305, 0.27706, -0.56326], [2.00097, 1.58836, -0.27588], [2.99278, 2.21321, 0.42926], [4.02401, 1.33378, 0.60351], [5.24444, 1.50776, 1.24569], [6.11232, 0.43736, 1.27241], [5.78510, -0.78527, 0.67803], [4.57971, -0.96944, 0.03929], [3.68388, 0.09683, -0.00403], [4.31947, -1.90866, -0.42241], [6.49752, -1.59538, 0.72475], [7.06859, 0.54306, 1.76317], [5.50056, 2.45064, 1.70543], [2.95151, 3.16713, 0.74695], [0.72932, 2.11326, -0.67242], [0.28562, 3.22820, -0.44345], [-0.21569, -0.74450, -2.17114], [-1.60731, 0.96167, -2.68682], [-1.36018, 2.59350, -1.99692], [-3.34525, 1.45384, -0.97889], [-1.64356, -0.25605, 1.14659], [-0.94904, 0.59087, 1.20552], [-2.66348, -0.07710, 2.27954], [-2.14086, -0.00334, 3.22999], [-3.35581, -0.91209, 2.33493], [-3.23731, 0.83599, 2.13121], [-0.77376, -1.49854, 1.36473], [-0.21966, -1.73014, 0.45975], [-1.34916, -2.36771, 1.66225], [-0.05664, -1.28930, 2.15607], [-3.57687, -0.97188, -2.07218], [-3.75813, 0.01814, -2.47907], [-2.69317, -1.39183, -2.54600], [-4.43123, -1.59401, -2.32834], [-4.30231, -0.52581, -0.09482]],
  "atomic_forces_ev_per_a": [[-0.1, 0.3, 0.1], [0.1, -0.1, 0.0], [-0.1, 0.0, 0.0], [0.0, -0.1, 0.1], [-0.1, -0.2, -0.2], [-0.1, 0.0, -0.2], [0.2, 0.1, -0.3], [-0.1, 0.0, 0.0], [-0.6, 0.3, 0.2], [0.3, 0.2, 0.1], [0.1, -0.5, -0.2], [0.1, -0.4, -0.1], [-0.5, 1.1, 0.2], [0.0, -0.7, -0.2], [-0.2, 0.5, 0.1], [0.1, -0.5, -0.2], [0.1, 0.0, 0.1], [-0.1, 0.2, 0.1], [0.0, -0.3, -0.1], [0.0, 0.1, 0.0], [0.2, 0.3, 0.2], [0.0, -0.1, 0.0], [0.0, -0.1, 0.0], [0.1, 0.0, 0.0], [0.1, 0.1, 0.1], [0.0, -0.1, 0.0], [0.2, 0.0, 0.0], [0.0, 0.2, 0.1], [-0.2, 0.1, -0.1], [0.0, 0.0, 0.0], [0.0, -0.2, -0.1], [0.0, 0.0, 0.0], [0.1, -0.2, 0.3], [-0.1, -0.1, 0.0], [0.2, 0.1, -0.3], [0.0, 0.0, 0.1], [-0.1, -0.1, 0.0], [-0.1, 0.1, 0.0], [-0.1, 0.2, 0.0], [0.1, -0.1, 0.0], [0.0, -0.1, 0.0], [0.1, 0.0, 0.1], [-0.1, 0.1, 0.3], [0.0, 0.1, -0.1], [0.1, -0.1, -0.1], [-0.1, 0.0, -0.1], [0.1, -0.1, 0.0]],
  "nbo_charge": [-0.61, 0.21, 0.21, 0.21, -0.03, -0.49, -0.23, 0.21, -0.22, -0.41, 0.30, -0.47, 0.14, -0.01, -0.52, 0.24, -0.27, -0.19, -0.25, -0.16, -0.14, 0.22, 0.21, 0.21, 0.21, 0.43, 0.62, -0.64, 0.19, 0.21, 0.24, 0.20, -0.02, 0.20, -0.63, 0.22, 0.20, 0.21, -0.62, 0.23, 0.20, 0.21, -0.61, 0.20, 0.20, 0.21, 0.16]
}

=====

{
  "formula": "C18H24N4O4",
  "method": "ωB97M-V/def2-TZVPD",
  "spin_multiplicity": 1,
  "charge": 0,
  "homo_energy_ev": -8.517,
  "symbols": ["O", "O", "O", "O", "C", "C", "C", "C", "C", "C", "C", "C", "C", "C", "C", "N", "N", "N", "N", "C", "C", "C", "C", "C", "C", "C", "H", "H", "H", "H", "H", "H", "H", "H", "H", "H", "H", "H", "H", "H", "H", "H", "H", "H", "H", "H", "H", "H", "H", "H"],
  "coordinates": [[-1.48506, -2.33137, -1.82688], [2.51505, -1.70988, -0.31053], [1.14862, 1.55345, -4.11465], [3.15138, 2.38194, -2.59976], [-1.85159, -1.77597, -0.79738], [1.33112, -1.32951, -0.40322], [1.08959, 0.52602, -3.48653], [1.42915, 0.16142, 2.80845], [0.39427, -0.68150, 2.53847], [-3.13520, 0.70096, 3.27919], [-2.71538, 1.98624, 3.75520], [-2.18333, -0.24677, 2.89168], [-1.34077, 2.25317, 3.86152], [-0.81143, 0.04013, 2.90181], [-0.42409, 1.32303, 3.42115], [0.97105, 1.35680, 3.32021], [0.24414, -0.45643, -3.83182], [-1.07939, -1.56828, 0.24308], [0.97823, -0.28940, -1.14291], [-3.31447, -1.38425, -0.65843], [-0.65499, -0.30136, -4.98557], [0.54850, -2.03520, 1.94512], [3.38362, 1.41075, -0.43024], [0.26881, -2.07150, 0.43951], [1.82310, 0.38189, -2.16365], [2.43130, 1.66506, -1.59996], [2.57500, 2.47520, -3.39834], [2.46992, -0.07672, 2.70536], [-4.16096, 0.42721, 3.28560], [-3.47099, 2.70823, 4.06636], [-2.54904, -1.25085, 2.63562], [-0.97802, 3.25855, 4.08635], [1.57006, 2.08779, 3.68731], [0.16010, -1.24582, -3.18882], [-1.50087, -1.10860, 1.04273], [0.03698, 0.01932, -1.03873], [-3.35844, -0.32764, -0.64814], [-3.69274, -1.80913, 0.27242], [-3.86137, -1.81226, -1.46234], [-1.51074, 0.31004, -4.62217], [-0.11192, 0.23733, -5.81424], [-1.04053, -1.27235, -5.37960], [1.50603, -2.49183, 2.20295], [-0.12830, -2.66631, 2.46810], [2.76913, 1.23611, 0.45487], [3.98817, 2.32233, -0.27296], [4.00769, 0.55293, -0.64457], [0.32243, -3.11478, 0.04592], [2.64157, -0.28734, -2.33217], [1.60459, 2.26916, -1.20540]],
  "atomic_forces_ev_per_a": [[0.7, 0.1, -0.1], [-1.7, 0.2, -0.3], [0.4, 1.5, -1.3], [-0.3, -0.1, -0.2], [-1.7, -1.2, -2.0], [2.8, -1.1, 1.4], [-1.3, -0.3, 1.1], [-0.6, 0.1, 0.3], [0.2, 0.9, 0.1], [1.9, 0.8, 0.5], [0.4, -1.3, -0.2], [-0.7, -0.2, 0.2], [-0.8, 1.1, -0.5], [-0.1, 0.7, 0.7], [1.0, -1.7, -0.9], [-0.3, 0.4, 0.3], [0.2, -1.1, 0.0], [0.8, 0.7, 1.8], [-0.3, 0.9, -1.2], [1.1, -0.8, 1.0], [0.0, 0.3, -0.2], [0.5, 0.0, 0.0], [-0.5, 0.5, -0.3], [0.0, -0.5, -0.9], [0.1, -0.9, 1.1], [0.1, 0.9, -0.3], [0.3, -0.3, 0.8], [0.3, 0.3, 0.0], [-0.7, -0.1, -0.1], [0.4, -0.1, -0.1], [0.2, 0.4, 0.0], [-0.2, -0.3, 0.4], [-0.3, -0.3, -0.2], [-0.3, 0.3, -0.5], [0.1, -0.1, -0.4], [-0.6, 0.2, -0.1], [-0.5, 1.2, 0.1], [-0.1, 0.3, 0.1], [-0.3, -0.1, -0.8], [0.4, -0.3, -0.7], [-0.6, -0.5, 1.0], [0.5, 0.7, 0.6], [0.2, 0.4, -0.4], [-1.0, -0.8, 0.1], [0.3, -0.2, 0.1], [-0.3, -0.5, -0.1], [0.3, -0.1, 0.2], [-0.1, 0.6, 0.3], [0.7, -0.6, -0.1], [-0.1, 0.2, -0.2]],
  "nbo_charge": [-0.66, -0.65, -0.65, -0.74, 0.68, 0.68, 0.67, 0.01, -0.14, -0.22, -0.21, -0.27, -0.24, -0.03, 0.13, -0.53, -0.61, -0.64, -0.60, -0.70, -0.42, -0.42, -0.62, -0.12, -0.17, 0.12, 0.50, 0.23, 0.22, 0.22, 0.21, 0.22, 0.42, 0.43, 0.43, 0.40, 0.23, 0.22, 0.24, 0.20, 0.23, 0.22, 0.25, 0.22, 0.20, 0.23, 0.22, 0.25, 0.25, 0.15]
}

=====

{
  "formula": "C18H24N4O5S",
  "method": "ωB97M-V/def2-TZVPD",
  "spin_multiplicity": 1,
  "charge": 0,
  "homo_energy_ev": -8.084,
  "symbols": ["C", "C", "C", "C", "C", "C", "C", "H", "C", "H", "H", "H", "S", "O", "O", "N", "H", "C", "C", "O", "N", "H", "C", "C", "C", "C", "O", "N", "C", "O", "N", "C", "H", "H", "H", "C", "H", "H", "H", "H", "H", "H", "H", "H", "C", "H", "H", "H", "H", "H", "H", "H"],
  "coordinates": [[-1.78454, -3.99334, 0.15049], [-0.53279, -3.05498, 0.19732], [0.55667, -3.04387, -0.68575], [1.54112, -2.31336, -0.58016], [1.50922, -1.48738, 0.29571], [0.35724, -1.28618, 1.38536], [-0.75060, -2.19833, 1.35088], [-1.51721, -1.96532, 1.74330], [0.29417, -0.17515, 2.35245], [0.27153, 0.76150, 2.04371], [1.19786, -0.01549, 3.05988], [-0.60709, -0.32104, 2.98926], [2.96832, -0.45530, 0.48608], [2.80779, 0.82142, 1.65666], [4.09980, -1.12467, 0.58471], [2.91595, 0.54372, -0.73785], [3.46786, -0.14070, -1.52346], [3.42638, 1.90326, -0.76082], [2.34240, 2.98325, -0.94912], [1.94627, 3.65625, -1.69461], [1.43515, 2.74561, 0.13494], [1.67960, 2.16607, 1.07069], [0.10789, 3.30531, 0.32981], [-0.90478, 2.12847, 0.07077], [-0.44721, 1.23304, -1.14192], [-1.25203, 0.02150, -1.29058], [-1.04320, -1.10790, -2.02112], [-2.57250, 0.26513, -0.74807], [-3.11838, 1.07950, 0.21200], [-4.12697, 1.09998, 0.62850], [-2.10963, 2.23497, 0.32880], [-2.63046, 3.20265, 1.05952], [-3.64027, 3.12479, 1.33807], [-2.43902, 4.04946, 0.66170], [-2.15799, 3.16488, 2.17261], [-3.55053, -0.71554, -0.98966], [-3.85873, -1.43425, -0.28951], [-4.47836, -0.43702, -1.19861], [-3.14823, -1.56149, -1.71454], [0.44035, 1.14370, -1.19754], [-0.02014, 3.49417, 1.43490], [-0.12623, 4.08247, -0.21042], [3.93733, 2.10263, 0.10205], [4.04030, 2.01539, -1.68483], [2.49991, -2.37531, -1.60657], [2.59622, -1.83578, -2.39440], [3.64560, -2.32777, -1.03027], [2.75467, -3.60204, -1.87740], [0.42002, -3.78984, -1.54117], [-1.63845, -4.94284, 0.33462], [-2.18718, -3.93130, -1.00221], [-2.61717, -3.69294, 0.69578]],
  "atomic_forces_ev_per_a": [[0.5, 4.5, -6.5], [-3.2, -1.0, 2.5], [-11.8, -9.6, -1.2], [5.4, -1.5, -7.1], [-1.5, 10.9, 13.8], [1.0, -1.2, -2.3], [15.4, -0.8, -9.0], [-10.2, 2.2, 5.6], [1.0, -3.1, 4.2], [-0.4, 4.2, -2.4], [-1.3, -1.1, -1.0], [0.5, 0.0, -0.3], [-10.0, 11.9, 6.1], [0.3, -5.4, -3.4], [9.3, -6.2, 1.1], [1.8, -2.7, -5.6], [-2.1, 2.8, 2.0], [0.3, 0.7, -3.8], [0.4, -10.7, 13.3], [-2.9, 10.1, -12.7], [0.6, -1.0, 4.6], [0.3, 1.3, -3.3], [1.0, -6.2, 4.2], [6.8, -1.0, -7.9], [-12.8, 0.2, 5.5], [0.7, -1.9, -3.3], [-0.9, 5.8, 3.9], [-1.0, -2.3, 0.6], [14.1, 1.8, -6.9], [-11.0, 0.1, 5.3], [-5.4, -4.8, 0.7], [-0.3, -0.7, 8.7], [-1.4, -0.4, -0.5], [1.1, 6.2, -2.3], [-0.7, 0.5, -2.2], [3.1, -5.8, -2.8], [0.6, -0.6, 2.7], [-3.6, 2.3, -2.0], [-0.7, 2.5, 0.6], [11.6, -1.0, -1.2], [0.2, 0.5, -1.0], [-1.2, 4.3, -3.0], [1.5, 0.6, 2.1], [0.1, -0.3, 0.9], [8.1, -8.3, 4.2], [-0.4, 3.6, -5.1], [-3.0, 0.3, -1.9], [-1.3, 3.5, 0.2], [0.4, 1.2, 1.2], [1.2, -5.0, 0.9], [0.9, -0.4, 2.5], [-1.1, 1.1, 1.3]],
  "nbo_charge": [-0.61, 0.10, -0.12, -0.22, -0.17, 0.09, -0.21, 0.17, -0.66, 0.21, 0.28, 0.20, 2.27, -1.00, -0.92, -0.89, 0.41, -0.30, 0.72, -0.53, -0.74, 0.45, -0.25, 0.38, -0.37, 0.62, -0.69, -0.49, 0.84, -0.52, -0.44, -0.39, 0.25, 0.20, 0.17, -0.46, 0.20, 0.21, 0.26, 0.18, 0.20, 0.22, 0.25, 0.21, -0.60, 0.21, 0.23, 0.23, 0.22, 0.21, 0.21, 0.21]
}

=====

Gap between HOMO and LUMO? In order: 8.35, 8.48, 8.98, 8.32 eV.
Energy relative to the best compared isomer or geometry (same formula, charge and spin)? In order: 39.0, 4.4, 6.5, 438.1 kcal/mol.